112
Properties=species:S:1:pos:R:3:forces:R:3 method="wB97M-V/def2-TZVPD" e_homo_ev=-4.39 fmax_ha_per_bohr=0.0607 total_charge=-1 energy_ev=-642395.513
C -4.434401 -6.203081 6.414524 0.6 0.2 -0.1
C -3.286410 -6.653290 5.517033 0.0 -0.3 0.1
C -3.739906 -7.157041 4.144318 -0.1 0.3 -0.1
C -3.626707 -6.121006 3.021643 -0.1 -0.3 -0.1
C -2.228358 -6.049064 2.383509 0.1 0.2 0.8
Nb -0.963906 -4.214239 2.888254 0.5 0.7 -3.0
Cl 0.381161 -4.463978 0.862200 -0.2 0.0 0.4
C 0.325414 -2.495771 3.699357 0.0 -1.1 0.2
C 1.778887 -2.509114 3.251918 0.0 0.3 0.1
C 2.824698 -1.708294 4.061780 0.2 -0.2 -0.5
Br 2.126508 -0.455294 5.367113 -0.1 0.2 0.3
C -2.763698 -3.080549 2.056078 -0.4 -0.4 1.3
O -3.932281 -2.728713 2.798928 -0.1 0.2 -0.3
C -3.685812 -1.647221 3.644995 -0.1 -0.1 0.2
B 0.166118 -5.816604 4.217035 -0.7 0.5 0.6
O 0.070932 -7.194055 4.095312 0.2 -0.2 -0.3
O 1.088968 -5.343275 5.152650 0.2 -0.3 0.2
H -4.703553 -5.181116 6.159964 -0.3 0.0 -0.1
H -4.086095 -6.175118 7.443725 -0.1 0.0 0.2
H -5.297738 -6.859532 6.335797 -0.1 0.0 0.1
H -2.606821 -5.811652 5.403722 0.2 0.0 -0.1
H -2.726558 -7.443598 6.024426 0.0 -0.1 0.1
H -4.789420 -7.454142 4.217334 -0.1 -0.1 0.1
H -3.183503 -8.055394 3.872795 0.1 -0.1 -0.1
H -4.364845 -6.395960 2.261722 -0.1 0.0 -0.1
H -3.942578 -5.150138 3.405707 -0.1 0.1 0.0
H -2.329577 -5.950418 1.297998 0.1 0.2 -0.2
H -1.713347 -6.989426 2.569449 0.1 -0.1 -0.2
H -1.859915 -4.062458 4.443439 0.2 0.0 0.1
H -0.169205 -1.604344 3.303126 -0.2 0.2 0.2
H 0.247075 -2.529656 4.783330 -0.1 0.3 0.1
H 2.168032 -3.524845 3.210719 0.0 -0.1 0.0
H 1.818433 -2.126478 2.234430 0.0 -0.1 -0.2
H 3.514136 -2.358189 4.585451 -0.1 -0.1 0.3
H 3.419716 -1.091753 3.397218 0.1 0.1 0.0
H -3.135346 -3.655264 1.208387 0.2 -0.1 -0.2
H -2.299300 -2.152864 1.678989 0.2 0.0 -0.1
H -3.385735 -0.754148 3.084146 0.1 0.1 -0.1
H -4.603648 -1.429283 4.185781 -0.1 0.0 0.1
H -2.896706 -1.885308 4.368142 0.1 0.0 0.0
H -0.493811 -7.593948 4.762075 0.0 -0.1 0.1
H 0.666575 -5.078886 5.973700 0.0 0.4 0.0
C -0.216326 1.638377 1.209874 0.0 -0.1 -0.1
Cl 0.861740 0.989584 2.430604 0.1 0.1 0.1
Cl 0.662551 2.170583 -0.233124 -0.1 0.0 0.1
Cl -1.438829 0.443001 0.782826 0.0 0.0 0.0
H -0.716277 2.503867 1.623016 0.0 0.0 0.0
C -4.121031 -2.781838 8.790326 0.1 0.0 -0.1
Cl -2.805459 -3.188793 9.901223 0.0 0.0 0.0
Cl -3.505047 -2.497427 7.168172 0.0 0.0 0.0
Cl -5.342811 -4.050336 8.776992 -0.1 0.1 0.2
H -4.581810 -1.871352 9.147321 0.0 0.0 0.0
C 1.702035 4.109071 -3.788657 0.0 0.0 0.0
Cl 1.863636 5.811634 -3.375234 0.0 0.0 -0.1
Cl 2.568649 3.090046 -2.650701 0.1 0.0 -0.1
Cl -0.005478 3.645247 -3.862147 0.0 0.0 0.0
H 2.129465 3.962773 -4.771998 0.0 0.0 0.0
C -0.873838 4.769161 -7.329783 0.0 0.0 0.0
Cl -2.082177 6.054748 -7.403230 -0.1 -0.1 0.0
Cl -1.441751 3.338556 -8.192485 -0.1 0.0 0.0
Cl 0.683113 5.301709 -7.955643 0.0 0.0 0.0
H -0.733636 4.515443 -6.288717 0.0 -0.1 0.0
C 4.723841 8.320708 -1.847984 0.0 0.0 0.0
Cl 5.202331 7.661454 -3.408349 0.0 -0.1 -0.1
Cl 3.657453 9.713765 -2.059607 0.0 0.0 0.0
Cl 3.963973 7.096047 -0.839486 0.0 0.0 0.1
H 5.619039 8.660683 -1.345234 0.0 0.0 0.0
C 0.699456 -10.139463 2.650855 0.1 0.2 0.0
Cl 2.121368 -10.943070 3.326348 0.0 0.0 0.0
Cl 0.306550 -10.803934 1.062874 0.0 0.0 0.0
Cl -0.669293 -10.255762 3.740064 -0.2 -0.2 0.1
H 0.926959 -9.086165 2.536300 0.0 0.0 0.0
C 1.126553 0.360995 -7.962772 -0.1 0.0 0.0
Cl 1.632195 1.711862 -6.954842 0.1 0.1 0.1
Cl 2.481341 -0.237823 -8.927629 0.0 0.0 0.0
Cl 0.433085 -0.926490 -6.989435 0.0 0.0 0.0
H 0.366427 0.720868 -8.643224 0.0 0.0 0.0
C 0.709974 10.036554 -8.360967 0.0 0.0 0.1
Cl -0.441986 8.772048 -7.961365 0.1 0.1 0.0
Cl 1.919693 10.217859 -7.093512 0.0 0.0 0.0
Cl 1.484921 9.701943 -9.918093 0.0 0.0 -0.1
H 0.177314 10.973022 -8.452962 0.0 0.0 0.0
C -4.919507 1.376367 -1.220874 0.0 -0.1 0.0
Cl -3.551321 2.488118 -1.249302 0.0 0.1 -0.1
Cl -5.058243 0.570709 0.334596 0.0 0.0 0.0
Cl -6.419262 2.215263 -1.638226 0.0 0.0 0.0
H -4.744989 0.619975 -1.973624 0.0 0.0 0.0
C 8.757351 10.266644 -3.909338 0.0 -0.1 0.0
Cl 10.157646 9.489775 -3.175555 0.0 0.0 0.0
Cl 8.254507 9.418195 -5.368177 0.0 0.0 0.0
Cl 7.425661 10.383650 -2.758591 0.0 0.1 0.0
H 9.040000 11.272424 -4.187492 0.0 0.0 0.0
C -8.726733 -4.440434 5.763127 0.0 0.0 -0.1
Cl -8.125108 -3.022066 6.621655 0.0 0.0 0.0
Cl -7.503490 -5.092166 4.687513 0.0 0.0 0.0
Cl -9.299029 -5.664018 6.904946 0.0 0.0 0.0
H -9.570121 -4.129168 5.162638 0.0 0.0 0.0
C 5.147914 -0.279867 -11.590173 0.0 0.0 0.0
Cl 5.685482 -1.554606 -12.683568 0.0 0.0 0.0
Cl 6.408443 0.129145 -10.430520 0.0 0.0 0.0
Cl 4.631769 1.145374 -12.489676 0.0 0.0 0.0
H 4.294083 -0.652132 -11.042055 0.0 0.0 0.0
C 3.963816 12.044861 -11.596001 0.0 0.0 0.0
Cl 4.654645 10.900344 -12.744174 0.0 0.0 0.0
Cl 5.133399 12.478931 -10.352431 0.0 0.0 0.0
Cl 3.355685 13.480018 -12.421788 0.0 0.0 0.0
H 3.128565 11.561175 -11.110000 0.0 0.0 0.0
C 5.009363 2.086424 6.476789 -0.1 0.0 0.0
Cl 5.673964 0.795821 5.496147 0.2 0.0 -0.1
Cl 6.149817 2.593039 7.730376 0.0 0.0 0.0
Cl 4.527532 3.460695 5.481095 0.0 0.0 0.0
H 4.122778 1.702863 6.964849 0.0 0.0 0.0